This record from the Open Molecules 2025 dataset describes a 7-piece molecular cluster, C35H86N5O7 overall at a distorted geometry. The level of theory is ωB97M-V/def2-TZVPD.

Values from the calculation:
2S+1: 2
LUMO level (alpha / beta): -3.850 / -4.052 eV
<S²>: 0.7506
Net charge: +2
E_tot: -59447.54228 eV

XYZ file:
```
133
Properties=species:S:1:pos:R:3:forces:R:3:mulliken_spin:R:1
H 2.8511 -0.2719 -2.7696 -0.03 0.65 -0.05 0.0066
C 5.6634 -0.7874 1.7692 4.05 0.92 2.11 0.0000
H 2.9695 -5.4114 -1.1806 -0.21 0.46 0.26 0.0006
H -1.5407 0.0009 -1.7514 -0.13 0.04 -0.22 0.2558
H 2.7063 -4.8520 -4.9305 -0.56 0.40 -0.16 0.0041
N -1.8058 -0.5988 -3.8652 -0.58 -0.26 0.35 -1.7451
H -0.5746 5.7526 -1.5718 0.02 -0.42 -0.41 0.0273
H 2.4733 -2.0848 -0.6458 0.17 0.24 -0.12 -0.0053
C -1.3801 -1.8038 3.9114 0.34 -0.69 -1.18 -0.0127
H -1.3774 4.6577 2.4269 -0.07 -0.28 0.08 0.0038
C -1.6454 0.8180 -4.5139 -0.51 -1.03 0.33 0.6079
O -4.4332 1.4323 2.3880 -0.36 0.34 1.58 -0.0353
H -1.1357 -4.4432 4.4560 -0.54 -0.34 -0.51 -0.0006
H 0.1225 -4.9583 3.3646 0.45 0.62 0.07 0.0001
H -1.0604 -0.8237 4.2655 0.70 -0.17 -0.10 0.0088
C -0.1454 -1.5796 -5.7423 1.58 2.13 0.24 0.1509
C 3.8993 -5.3361 -1.7445 -1.77 -1.41 -1.00 0.0012
H -1.0289 2.9214 2.8597 -0.15 0.18 -0.47 -0.0045
H 3.9130 -0.5484 -4.1483 -0.15 -0.57 -0.05 0.0015
C 4.5665 -3.9802 -1.5852 -0.88 0.26 -0.32 0.0001
H -2.2404 -1.7599 -5.5882 -0.03 -0.06 -0.04 0.0037
H -2.8903 3.4637 -2.8610 0.01 0.36 -0.17 0.1409
C -2.7279 5.1674 4.7479 -1.06 0.02 -0.46 0.0019
H -4.0307 5.4193 -0.2803 -0.07 0.68 0.86 0.0340
H 5.7320 0.9518 -3.2100 -0.22 -0.30 -0.23 0.0005
C -0.1305 -2.2534 1.1758 -0.28 0.96 0.74 0.1050
C 3.8942 -0.3406 -3.0784 0.50 -1.41 -0.42 -0.0096
H -3.4837 3.4931 -1.2039 -0.19 -0.07 -0.09 0.0764
C 0.7490 -2.7607 4.9226 -1.71 0.45 1.01 0.0026
H 0.2203 -2.3805 -6.3848 -0.86 -0.70 0.47 -0.0080
C -2.7462 2.6735 4.9487 1.99 -0.29 -0.16 0.0113
C -1.3620 3.1843 -1.3536 -0.22 1.67 0.85 -0.7892
C 4.6953 0.9397 -2.8736 -0.86 -0.56 1.38 0.0028
N -2.6030 3.8529 4.0104 -0.06 0.25 -0.38 -0.0106
C 1.7686 0.8750 0.5456 -0.85 1.21 -0.13 -0.0007
H -0.3433 -4.1765 6.3033 -0.12 0.11 -0.23 -0.0002
H -0.7488 -2.4612 6.5961 -0.07 -0.04 -0.30 -0.0002
C -1.0824 -0.6857 -2.4632 1.13 0.26 -2.27 0.1388
H -2.6793 2.1177 1.6593 0.66 0.78 0.64 -0.0203
H -0.8212 -0.1730 1.6095 0.26 0.06 0.07 -0.0794
H 5.4989 -4.0055 -2.1492 0.13 0.42 0.29 -0.0002
H 4.4326 -6.1779 -1.3029 0.77 0.47 0.01 0.0001
H 3.0065 -6.7048 -3.3655 -0.35 0.11 0.71 -0.0005
C -1.4047 -1.7792 -4.8887 -0.24 0.85 0.38 0.1552
H -1.7642 5.5710 5.0587 -0.13 -0.36 0.02 -0.0002
H -4.6405 3.7939 3.5070 -0.19 -0.13 -0.36 0.0042
H -4.6710 5.1709 -2.4848 -0.10 0.28 -0.20 -0.0323
H 4.1933 0.1451 1.9917 -0.66 0.73 0.08 0.0000
C 3.4947 -5.7414 -3.2191 0.91 1.17 0.45 -0.0023
C -3.6245 2.5296 2.0130 -0.79 -0.42 -1.39 0.0347
H -4.3941 0.7341 1.7303 0.10 0.08 -0.42 0.0516
C -1.2689 3.9207 3.2227 -0.08 -0.97 0.84 0.0103
H 2.8153 -2.5199 -4.1610 0.43 0.33 0.00 0.0045
N -0.1870 -2.7617 3.6899 1.29 -2.03 -0.55 -0.0064
H 4.6842 -3.7314 -0.5305 0.38 0.23 -0.05 -0.0001
O -1.1942 3.4006 0.0448 -2.04 0.77 -0.86 -0.0550
H -1.3307 -4.3384 2.6276 -0.16 0.37 0.35 0.0004
H 4.4353 -3.2447 -4.3102 0.13 -0.12 0.44 0.0003
H 1.6230 -3.3891 4.7512 -0.23 -0.08 -0.28 0.0001
H 1.8159 -3.5401 -1.3553 0.36 -0.12 -0.31 -0.0107
C -0.6757 -4.2270 3.4917 -0.49 0.85 1.12 0.0021
H -2.2733 5.5046 0.2619 -0.34 -0.05 0.26 0.0014
C -2.1439 -1.6182 2.5786 -0.48 0.29 0.82 0.0611
H -1.3780 2.1229 -1.6012 0.17 0.07 -0.18 0.1961
H -0.5587 3.7763 -1.7922 0.36 -0.93 -0.78 -0.1080
H 1.3880 -0.3350 -5.4398 0.06 0.06 -0.07 0.0086
H 1.7003 -2.0305 -2.2828 0.26 0.03 0.04 0.0165
C -1.2377 -1.1677 1.4504 0.86 -1.43 -0.50 -0.0573
O 6.8684 -0.9358 1.9593 0.67 0.96 -0.39 0.0000
H 1.4608 -1.7778 2.6524 -0.26 0.27 -0.02 0.0019
C 3.4967 -3.2684 -3.7566 -1.49 0.51 1.24 -0.0074
H 4.4027 -5.8775 -3.8065 0.32 0.18 -0.01 -0.0001
H -3.2182 5.8470 4.0509 0.35 0.25 0.01 -0.0016
H -1.3576 7.0496 -2.4024 -0.86 0.16 0.44 0.0085
H 4.6905 0.9302 -1.7837 0.42 1.27 0.18 0.0003
H -4.0365 2.9201 1.0825 -0.16 0.22 -0.32 0.1630
H 1.7126 -4.4941 -3.4619 -0.06 0.07 -0.20 -0.0021
H 5.5267 -1.6963 -2.5295 -0.08 -0.34 -0.24 0.0002
C -3.8089 5.7744 -2.7688 0.92 0.16 1.13 0.1022
O 1.0562 -1.1256 -5.0079 -1.24 -0.72 0.31 -0.0331
H -0.0593 -0.4352 -2.7435 0.10 0.46 0.47 0.2001
H -0.4176 4.1809 3.8517 -0.39 0.21 0.35 0.0023
H -2.0907 2.8479 5.8020 -0.03 0.14 0.01 0.0026
H -2.7654 -2.4801 2.3359 0.39 -0.37 -0.14 -0.0169
H -0.4944 2.8030 0.3180 2.05 -1.25 0.86 0.0461
H -3.9031 -0.8935 -4.3998 0.13 -0.10 -0.08 0.0933
C 2.3197 -2.6030 -1.5923 1.40 -0.35 0.05 -0.0102
H -1.7943 -1.1529 0.5133 -0.34 0.35 0.07 0.1204
H -1.2536 5.6316 -3.3224 0.55 -0.55 0.33 -0.0061
H 1.0565 -1.7150 4.9366 0.30 -0.08 0.37 0.0004
H 1.2879 -3.4886 2.3621 -0.05 0.12 -0.05 -0.0060
C 2.7176 -4.5815 -3.8747 1.48 -0.87 0.30 0.0101
H -3.7056 0.0608 -2.9385 0.44 0.21 0.29 -0.0417
C -3.0598 5.9051 -0.3778 1.11 -1.35 -2.15 0.0378
H 2.8439 1.0515 0.5191 0.34 0.89 0.21 0.0024
H 1.7612 -0.0679 1.0923 -0.58 -0.45 0.77 -0.0056
H -2.0729 0.8555 -5.5158 0.21 -0.70 -0.18 -0.0972
O 4.8973 -1.6819 1.4980 -4.25 -2.88 -1.97 0.0003
C 0.7283 -2.5564 2.4395 -1.02 0.57 -0.32 -0.0062
H -3.9447 6.8445 -2.6125 -0.34 -0.12 -0.09 0.0220
C -2.6682 3.8129 -1.8526 0.75 0.19 1.32 0.7006
H -2.9075 -0.8547 2.7267 0.05 0.25 0.34 0.0148
H 1.6093 -2.1482 7.5675 -0.26 -0.02 0.10 0.0000
H 1.9144 -3.8503 7.2385 0.26 0.16 -0.57 0.0000
H -0.6153 1.1740 -4.5288 -0.05 -0.31 0.26 0.0756
C 1.1306 -3.1182 7.4330 -0.05 -0.84 -0.51 0.0000
C -3.3092 -0.7907 -3.4916 0.94 -0.53 -0.97 0.7095
H -0.6405 -3.1228 0.7609 0.03 -0.37 0.37 0.0453
H -3.3247 -1.7037 -2.8963 -0.28 0.03 -0.02 0.0997
O 5.1019 0.4458 2.0667 -0.34 0.01 -0.33 -0.0001
H 4.5631 -1.2985 -1.1654 -0.06 0.59 0.17 0.0004
H -3.5660 4.6605 2.3574 -0.25 -0.16 -0.10 0.0171
H 0.4838 -1.8915 0.3514 0.37 0.10 0.33 -0.0896
C -1.3657 5.9653 -2.2908 -0.68 0.04 0.10 0.0764
N -2.6817 5.3617 -1.7894 0.02 0.72 -1.30 -0.5562
C 0.0402 -3.1562 6.3087 1.84 0.44 -0.27 0.0000
H -2.9878 6.9904 -0.4481 -0.55 -0.13 0.17 0.0161
H 0.7656 -3.5468 8.3663 -0.50 0.67 0.13 0.0000
O 0.9047 1.9184 0.9527 0.23 -1.12 -0.13 -0.0125
H -3.5160 5.5980 -3.8038 0.10 -0.21 0.22 0.0104
C -3.7151 3.7470 2.9330 1.19 -0.39 0.91 0.0092
H -3.7257 2.3851 5.3304 -0.27 0.76 -0.60 0.0004
H 1.5712 0.5719 -0.4826 -0.31 -0.32 -0.89 -0.0015
H -2.3275 1.4860 -3.9879 0.30 0.04 0.64 0.1102
H -1.4621 -2.7423 -4.3814 0.18 0.31 0.48 -0.0162
H -1.9274 -2.2559 4.7386 -0.30 -0.04 -0.35 -0.0081
H -0.3413 -0.7743 -6.4503 -0.36 0.02 -0.06 0.0255
H -3.4340 5.0822 5.5739 0.27 -0.25 0.12 0.0002
H -1.0003 -1.6982 -2.0679 -0.79 -0.17 -0.33 0.0617
H -2.3090 1.8309 4.4130 -0.27 -0.12 -0.01 -0.0055
N 3.7273 -2.8229 -2.2318 -0.93 -1.22 -2.21 -0.0023
H 4.1249 1.7720 -3.2860 0.28 0.13 0.20 -0.0016
C 4.4952 -1.5048 -2.2336 0.14 -0.04 0.20 0.0020
```
Forces are in eV/Å.